Entry 1:
ORCA calculation (the ωB97M-V functional and the def2-TZVPD basis) on a 5-piece molecular cluster, C45H45Cl2NO19Si overall at a distorted geometry.

Results
Kohn-Sham gap   7.7132 eV
Highest occupied orbital energy   -9.4 eV
Net charge   0
SMILES   CCCCCN1C(=O)c2ccc(/C(Cl)=C(\C)Cl)c(CCO[Si](C)(C)C)c2C1=O.O=C1C=C(O)C(=O)C=C1O.O=C1C=C(O)C(=O)C=C1O.O=C1C=C(O)C(=O)C=C1O.O=C1C=C(O)C(=O)C=C1O
Strongest force on any atom   0.06283 Eh/bohr

Structure (XYZ):
```
113
Properties=species:S:1:pos:R:3:lowdin_charge:R:1
C -4.34656 0.30751 -3.06638 -0.120
C -3.59595 0.58569 -1.68161 -0.228
C -2.07420 0.22882 -1.89580 -0.216
C -1.06302 1.11893 -1.06316 -0.175
C 0.16739 0.24697 -0.62484 -0.153
N -0.15013 -0.84361 0.35542 0.081
C -0.87613 -0.49640 1.54462 -0.336
O -1.90238 0.11591 1.70390 0.123
C -0.16702 -1.10422 2.78628 -0.036
C -0.59272 -1.26956 4.16209 0.022
C 0.36561 -1.94160 5.05555 0.016
C 1.68108 -2.43370 4.58684 -0.136
C 2.57576 -3.16537 5.61765 -0.593
Cl 3.43048 -2.26317 6.92869 0.649
C 2.74420 -4.51719 5.61224 -0.662
C 2.06171 -5.45639 4.55863 -0.087
Cl 3.74211 -5.37387 6.84273 0.595
C 2.10801 -2.23625 3.18445 -0.065
C 3.47580 -2.69195 2.61720 -0.076
C 3.22923 -3.85185 1.52564 -0.228
O 1.90145 -4.38784 1.60132 -0.255
Si 1.32048 -5.04652 0.13145 0.459
C -0.56754 -5.28799 0.38015 -0.172
C 2.03605 -6.75682 -0.29443 -0.178
C 1.53151 -3.93654 -1.39280 -0.169
C 1.14557 -1.57211 2.32722 0.008
C 1.18350 -1.21264 0.82628 -0.326
O 2.22135 -1.24877 0.20624 0.089
H -5.26887 -0.31844 -2.92859 0.066
H -4.65220 1.26837 -3.59559 0.050
H -3.70114 -0.25294 -3.79828 0.067
H -3.74975 1.67419 -1.45420 0.098
H -4.07653 -0.08389 -0.91785 0.105
H -1.89390 -0.86936 -1.71577 0.115
H -1.83046 0.40590 -2.98377 0.103
H -0.68616 1.91661 -1.76753 0.116
H -1.54687 1.68005 -0.21799 0.106
H 0.99141 0.93697 -0.31224 0.129
H 0.53678 -0.26911 -1.55835 0.134
H -1.59522 -0.91961 4.48404 0.116
H 0.03755 -2.10020 6.10814 0.116
H 1.31429 -4.91325 3.93173 0.073
H 1.52776 -6.30292 5.06554 0.084
H 2.86823 -5.87219 3.89784 0.087
H 4.17063 -3.08596 3.40274 0.096
H 3.93190 -1.80921 2.10001 0.120
H 3.97529 -4.65825 1.75491 0.120
H 3.50336 -3.40943 0.53362 0.099
H -0.99429 -4.27510 0.60567 0.028
H -1.05051 -5.77605 -0.50642 0.044
H -0.72035 -5.91868 1.29415 0.034
H 3.12506 -6.88351 -0.04959 0.035
H 1.90635 -6.93719 -1.40145 0.039
H 1.42988 -7.54640 0.22567 0.035
H 2.53188 -3.44227 -1.48601 0.009
H 1.44669 -4.61169 -2.29618 0.048
H 0.69522 -3.18262 -1.45860 0.040
O -3.81722 7.79053 -3.27327 0.113
C -4.19744 6.72390 -3.71919 -0.313
C -5.47152 6.57179 -4.42302 0.079
C -5.85446 5.37615 -4.88082 -0.238
O -7.02149 5.21115 -5.53388 0.100
C -5.00712 4.16078 -4.69038 -0.323
O -5.39904 3.08435 -5.10486 0.094
C -3.72343 4.31784 -4.00874 0.072
C -3.33781 5.51261 -3.55405 -0.231
O -2.15904 5.68166 -2.92539 0.105
H -6.07627 7.45893 -4.55191 0.137
H -7.06381 4.26147 -5.75772 0.118
H -3.11241 3.43266 -3.89362 0.133
H -2.11915 6.63002 -2.69610 0.118
O -5.85919 4.28778 -1.35758 0.107
C -7.06235 4.21659 -1.18097 -0.302
C -7.97076 3.64748 -2.17414 0.082
C -9.28672 3.60555 -1.94376 -0.224
O -10.14244 3.08451 -2.84141 0.109
C -9.87464 4.13643 -0.67606 -0.313
O -11.08006 4.09497 -0.51527 0.114
C -8.96296 4.68389 0.32753 0.079
C -7.64681 4.72248 0.09819 -0.227
O -6.78715 5.21935 1.00718 0.108
H -7.53305 3.26837 -3.08817 0.128
H -11.02848 3.17389 -2.44010 0.120
H -9.39854 5.04859 1.24760 0.138
H -5.90204 5.13572 0.60336 0.118
O 6.75737 -1.54446 7.10795 0.101
C 7.07054 -0.72532 6.26542 -0.312
C 8.04371 0.33640 6.52096 0.078
C 8.34439 1.22436 5.56862 -0.232
O 9.23864 2.20876 5.77958 0.103
C 7.70296 1.17067 4.22013 -0.316
O 7.99297 2.01097 3.38819 0.110
C 6.74817 0.09595 3.95582 0.079
C 6.44892 -0.79513 4.90674 -0.220
O 5.57421 -1.79390 4.68436 0.048
H 8.49945 0.36611 7.50104 0.137
H 9.27541 2.71153 4.94318 0.118
H 6.30429 0.05801 2.97034 0.133
H 5.52945 -2.29572 5.52401 0.065
O 4.32505 1.99221 -6.09905 0.110
C 4.15378 1.17843 -5.21004 -0.316
C 3.88628 1.56601 -3.82575 0.077
C 3.72117 0.63423 -2.88084 -0.225
O 3.46974 0.96305 -1.59960 0.094
C 3.80662 -0.82218 -3.19873 -0.303
O 3.66817 -1.62912 -2.30091 0.097
C 4.04971 -1.21166 -4.58702 0.080
C 4.21117 -0.28077 -5.53241 -0.231
O 4.43412 -0.61245 -6.81809 0.103
H 3.82912 2.62375 -3.60859 0.136
H 3.39038 0.11195 -1.11787 0.087
H 4.09132 -2.26980 -4.80637 0.137
H 4.51665 0.23541 -7.29573 0.118
```



Entry 2:
ORCA calculation (the ωB97M-V functional and the def2-TZVPD basis) on C45H45F5N10ORbS3Sb2Te as an isolated structure at a distorted geometry.

Results
<S²>   0.77
Kohn-Sham gap (spin up / spin down)   4.2783 / 6.8629 eV
Highest occupied orbital energy (spin up / spin down)   -0.9 / -3.5 eV
Net charge   -2
Strongest force on any atom   0.04910 Eh/bohr
Spin multiplicity   2
Energy above the lowest of the compared OMol25 structures with the same formula, charge and spin   10.9 kcal per mole

Structure (XYZ):
```
113
Properties=species:S:1:pos:R:3:lowdin_spin:R:1
Rb -0.52390 -0.11847 -1.38639 0.002
C 0.63714 -4.79993 -1.21067 0.011
C 0.57701 -3.48797 -0.78563 0.003
N 1.06514 -2.47979 -1.50538 0.013
C 1.59366 -2.77525 -2.69705 0.006
C 1.63515 -4.11357 -3.11502 0.002
N 1.18006 -5.11957 -2.38567 0.004
C 2.10529 -1.66689 -3.55439 0.046
C 3.04166 -1.92956 -4.52542 0.051
C 3.51775 -0.89609 -5.37911 0.146
C 2.91180 0.37534 -5.15487 0.064
C 1.99229 0.54671 -4.15081 0.044
N 1.59234 -0.43572 -3.30834 0.203
C 1.32378 1.87066 -3.98030 0.004
C 1.91152 3.06706 -4.41152 0.003
N 1.28659 4.23466 -4.35449 0.002
C 0.05830 4.22809 -3.83300 0.008
C -0.50835 3.06933 -3.33111 0.002
N 0.12014 1.90057 -3.40899 0.009
C 4.50899 -1.11389 -6.38351 0.083
C 4.91773 -2.40582 -6.80559 0.065
C 5.89506 -2.55198 -7.76260 0.012
N 6.53689 -1.54505 -8.37568 0.114
C 6.14648 -0.32042 -7.99024 0.012
C 5.18415 -0.05428 -7.04350 0.066
H 0.23758 -5.60589 -0.60697 0.001
H 0.13147 -3.23824 0.16967 0.000
H 2.02647 -4.37074 -4.09104 0.001
H 3.45111 -2.92586 -4.60936 0.004
H 3.13494 1.19912 -5.81755 0.005
H 2.91944 3.07861 -4.80796 0.001
H -0.47168 5.17297 -3.80159 0.001
H -1.49012 3.07352 -2.86454 0.000
H 4.45225 -3.29446 -6.40072 0.006
H 6.19132 -3.55121 -8.07102 -0.001
H 6.65533 0.50742 -8.47724 -0.001
H 4.96897 0.97720 -6.79883 0.006
S -6.66359 0.73317 0.13413 0.000
Sb -4.69930 1.72827 -0.26374 0.000
S -3.08055 1.58323 1.31879 0.000
S -4.59916 3.48021 -1.66335 0.000
C -0.80289 4.18797 0.20808 0.000
N 0.27360 3.21154 -0.01202 0.000
C 0.60182 2.59878 1.27604 0.000
N 1.04388 3.59061 2.26465 0.000
C -0.04745 4.56004 2.42978 0.000
N -0.39492 5.22563 1.17035 0.000
C 0.80137 5.88615 0.65625 0.000
N 1.91500 4.95445 0.43921 0.000
C 1.45242 3.92245 -0.50297 0.000
C 2.20157 4.29504 1.71686 0.000
H -1.68161 3.66655 0.58659 0.000
H -1.05589 4.66181 -0.74266 0.000
H 1.40387 1.86815 1.12958 0.000
H -0.28757 2.09511 1.66008 0.000
H 0.26395 5.31613 3.15636 0.000
H -0.92599 4.03526 2.81021 0.000
H 1.12109 6.65277 1.36839 0.000
H 0.55957 6.36586 -0.29520 0.000
H 2.26317 3.20603 -0.66186 0.000
H 1.21507 4.40028 -1.45390 0.000
H 2.52891 5.05080 2.43676 0.000
H 3.01213 3.57718 1.56510 0.000
C -1.75679 -2.79552 5.42798 0.000
C -0.55900 -3.22240 4.62320 0.000
C 0.23253 -4.26348 5.10725 0.000
C 1.37350 -4.68685 4.44080 0.000
C 1.74532 -4.06054 3.26326 0.000
C 0.95602 -3.02980 2.77101 0.000
C -0.20138 -2.59575 3.41875 0.000
Sb -1.23836 -0.96324 2.38480 0.000
C -0.92677 0.51129 3.93725 0.000
C -1.98061 1.30415 4.39899 0.000
C -1.78920 2.26077 5.38608 0.000
C -0.51936 2.47201 5.89861 0.000
C 0.54749 1.75692 5.38170 0.000
C 0.36895 0.78138 4.40291 0.000
C 1.59351 0.09846 3.85148 0.000
C -3.22669 -1.71522 2.69493 0.000
C -4.11172 -1.21035 3.64452 0.000
C -5.44226 -1.59107 3.66311 0.000
C -5.91230 -2.48964 2.71736 0.000
C -5.03495 -3.02876 1.79551 0.000
C -3.69044 -2.66160 1.77282 0.000
C -2.77728 -3.32114 0.77316 0.000
H -1.73959 -3.26216 6.41402 0.000
H -2.68603 -3.07434 4.93184 0.000
H -1.77352 -1.71130 5.55642 0.000
H -0.04978 -4.74594 6.03726 0.000
H 1.97174 -5.49298 4.84857 0.000
H 2.64306 -4.35978 2.73593 0.000
H 1.26748 -2.53421 1.85650 0.000
H -2.95377 1.22322 3.93536 0.000
H -2.63029 2.84755 5.73504 0.000
H -0.35313 3.21321 6.67133 0.000
H 1.55389 1.97100 5.72493 0.000
H 2.47336 0.72140 4.01511 0.000
H 1.50298 -0.07676 2.77681 0.000
H 1.76327 -0.87159 4.32157 0.000
H -3.76532 -0.51492 4.39544 0.000
H -6.11636 -1.15989 4.39298 0.000
H -6.96059 -2.75897 2.69221 0.000
H -5.39819 -3.71960 1.04360 0.000
H -3.34770 -3.84292 0.00682 0.000
H -2.11841 -4.04177 1.26877 0.000
H -2.14915 -2.59511 0.25494 0.000
F -4.55120 -2.47677 -3.49806 0.000
Te -3.68205 -1.03748 -2.66260 0.000
F -5.19280 -0.10189 -3.19842 0.000
F -2.36071 -2.35341 -2.36325 0.000
F -4.55064 -1.68460 -1.14830 0.000
F -2.98039 -0.75556 -4.36586 0.000
O -2.79859 0.29186 -1.84952 0.000
```